This record from OMol25 describes C26H39CuIO4PSeSi as an isolated structure at a distorted geometry. The level of theory is ωB97M-V/def2-TZVPD.

Calculated values
E_tot, eV: -171040.0983
E_LUMO (spin up / spin down), Eh: 0.07660 / -0.02689
Total charge: -1
Energy relative to the best compared isomer or geometry (same formula, charge and spin), kcal per mole: 48.54
2S+1: 2
Expectation value of S²: 0.75

Each line ends with the Mulliken spin population.
Atoms and positions in Å:
Cu 0.27 1.73 1.85  0.00
C -2.06 -6.28 -0.53  0.00
Si -1.53 -5.16 -1.97  -0.03
C -3.29 -4.40 -2.46  0.03
C -0.95 -6.43 -3.31  0.03
Se -0.02 -3.58 -1.59  0.93
H -2.67 -7.06 -0.89  0.00
H -2.63 -5.71 0.13  0.00
H -1.16 -6.64 0.01  0.00
H -3.86 -5.11 -3.09  0.00
H -3.35 -3.46 -3.04  0.00
H -3.89 -4.24 -1.56  0.00
H -1.79 -7.05 -3.44  0.00
H 0.03 -6.91 -3.09  0.00
H -0.78 -5.95 -4.30  0.00
O 0.98 3.72 0.89  0.00
C -0.03 3.67 0.12  0.00
O -0.80 2.67 0.12  0.00
C -0.37 4.84 -0.67  0.00
C -0.66 4.71 -2.05  0.00
C -0.97 5.80 -2.82  0.00
C -1.01 7.05 -2.18  0.00
C -0.58 7.23 -0.84  0.00
C -0.35 6.09 -0.05  0.00
H -0.64 3.67 -2.52  0.00
H -1.13 5.70 -3.93  0.00
H -1.37 7.89 -2.75  0.00
H -0.66 8.25 -0.45  0.00
H -0.24 6.27 0.94  0.00
I -5.40 -1.56 0.16  0.00
C -4.22 -0.64 1.76  0.00
C -3.72 0.58 1.59  0.00
C -2.70 1.02 2.49  0.00
C -2.15 0.18 3.49  0.00
C -2.74 -1.10 3.57  0.00
C -3.71 -1.58 2.74  0.00
C -0.99 0.88 4.30  0.00
O -0.63 0.40 5.40  0.00
O -0.46 1.81 3.63  0.00
H -4.11 1.29 0.84  0.00
H -2.29 1.97 2.48  0.00
H -2.47 -1.75 4.39  0.00
H -4.17 -2.56 2.93  0.00
C 3.12 -1.96 -0.10  0.01
C 1.93 -1.32 0.53  0.00
C 1.44 -1.90 1.85  -0.01
P 1.78 0.51 0.60  0.00
C 3.33 1.45 1.13  0.00
C 4.60 1.40 0.21  0.00
C 3.65 0.92 2.59  0.00
C 1.39 0.91 -1.19  -0.01
C -0.08 0.39 -1.48  -0.01
C 2.31 0.44 -2.36  0.00
H 2.99 -3.08 -0.10  0.00
H 4.05 -1.61 0.43  0.00
H 3.13 -1.74 -1.13  -0.01
H 1.09 -1.51 -0.24  0.03
H 2.28 -1.91 2.56  0.00
H 1.14 -2.92 1.71  0.00
H 0.58 -1.31 2.19  0.00
H 3.03 2.50 1.35  0.00
H 4.95 0.37 0.08  0.00
H 5.45 2.02 0.56  0.00
H 4.28 1.82 -0.80  0.00
H 4.22 0.00 2.61  0.00
H 2.72 0.83 3.27  0.00
H 4.38 1.65 3.08  0.00
H 1.36 1.98 -1.18  0.00
H -0.16 -0.65 -1.81  0.03
H -0.58 0.94 -2.14  0.01
H -0.70 0.50 -0.58  -0.01
H 2.34 -0.63 -2.43  0.00
H 3.33 0.76 -2.19  0.00
H 1.95 0.92 -3.33  0.00